The following is a DFT calculation (the ωB97M-V functional and the def2-TZVPD basis) of a 2-piece molecular cluster, C4H12 overall.

Geometry as ORCA input:
```
! RIJCOSX wB97M-V def2-TZVPD def2/J DEFGRID3
* xyz 0 1
C -0.707 -2.097 -1.420
C 0.352 -2.297 -0.304
H -1.099 -1.079 -1.436
H -0.271 -2.300 -2.402
H -1.537 -2.797 -1.280
H 0.266 -1.573 0.512
H 1.302 -2.001 -0.755
H 0.456 -3.352 -0.087
C 0.109 1.862 0.220
C 0.263 2.526 1.602
H -0.070 0.788 0.345
H -0.855 2.184 -0.183
H 0.897 1.985 -0.510
H 1.153 2.135 2.099
H -0.663 2.418 2.148
H 0.405 3.599 1.450
*
```

Properties
frontier orbital gap	12.751	eV
structure (SMILES)	CC.CC
relative energy (zero: lowest compared OMol25 entry of this formula, charge and spin)	7.4	kcal per mole

Löwdin analysis output, partial charges in e:
1 C -0.1666
2 C -0.1644
3 H 0.0503
4 H 0.0588
5 H 0.0569
6 H 0.0477
7 H 0.0556
8 H 0.0564
9 C -0.1692
10 C -0.1612
11 H 0.0366
12 H 0.0613
13 H 0.0602
14 H 0.0615
15 H 0.0579
16 H 0.0583

---

The following is a DFT calculation (the ωB97M-V functional and the def2-TZVPD basis) of C3H6Br2N3 as an isolated structure.

Geometry as ORCA input:
```
! RIJCOSX wB97M-V def2-TZVPD def2/J DEFGRID3
* xyz 1 1
C 0.416 0.323 1.689
C 0.453 0.791 -0.553
C -0.823 -1.444 -0.763
N -0.563 -0.368 1.261
N 1.180 0.932 0.721
N -0.658 -0.092 -0.153
Br -0.372 2.525 -1.208
Br 2.721 2.026 0.738
H 0.824 0.444 2.709
H 1.313 0.192 -1.403
H -1.258 -1.436 -1.660
H 0.070 -2.183 -0.764
H -1.630 -2.043 -0.318
H -1.674 0.331 -0.297
*
```

Properties
frontier orbital gap	9.308	eV
relative energy (zero: lowest compared OMol25 entry of this formula, charge and spin)	56.8	kcal per mole

Löwdin analysis output, partial charges in e:
1 C -0.1716
2 C -0.6611
3 C -0.0044
4 N 0.1074
5 N -0.5438
6 N -0.1881
7 Br 0.6979
8 Br 0.8304
9 H 0.1618
10 H 0.2345
11 H 0.0491
12 H 0.1562
13 H 0.1183
14 H 0.2134

---

The following is a DFT calculation (the ωB97M-V functional and the def2-TZVPD basis) of C23H43Cl3InN3O4Si as an isolated structure.

Geometry as ORCA input:
```
! RIJCOSX wB97M-V def2-TZVPD def2/J DEFGRID3
* xyz 0 1
C -1.595 -2.125 -3.045
C -1.134 -3.031 -1.943
H -1.425 -2.574 -4.027
H -1.078 -1.152 -2.996
H -2.676 -1.928 -2.954
C -0.627 -4.257 -2.112
C -0.453 -4.941 -3.424
H -0.301 -4.831 -1.239
H -0.477 -4.247 -4.271
H -1.240 -5.688 -3.582
H 0.501 -5.481 -3.445
In -0.104 0.545 0.299
Cl -2.408 0.511 1.021
Cl 0.281 1.578 -1.775
H 0.988 4.904 3.894
H -1.282 5.849 3.174
C 1.193 4.636 2.850
C -0.999 5.595 2.146
N -0.075 4.467 2.141
H 1.775 3.712 2.804
C -0.348 3.359 1.472
O 0.477 2.397 1.410
H -1.890 5.309 1.576
H -1.341 3.305 0.989
H 1.757 5.462 2.399
H -0.527 6.472 1.685
H 1.571 -1.317 -2.593
H 2.228 -3.614 -0.910
C 2.584 -1.043 -2.266
C 3.150 -3.007 -0.868
N 2.869 -1.588 -0.945
H 2.672 0.045 -2.241
C 2.754 -0.847 0.174
O 2.258 0.300 0.202
H 3.670 -3.216 0.072
H 3.129 -1.335 1.093
H 3.311 -1.476 -2.963
H 3.789 -3.290 -1.718
O -0.081 -1.472 -0.582
C -1.113 -2.375 -0.567
C 0.190 -3.722 1.216
C -1.021 -3.370 0.614
H 1.098 -3.173 0.950
C 0.222 -4.777 2.132
H -2.091 -1.868 -0.474
C -2.215 -3.966 1.028
H 1.184 -5.094 2.543
C -0.966 -5.416 2.500
C -2.188 -5.005 1.955
H -3.142 -3.608 0.569
H -0.938 -6.237 3.216
H -3.125 -5.494 2.232
Si -0.512 3.897 -3.842
Cl -1.057 1.972 -4.530
C 1.313 4.085 -3.486
C -1.659 4.343 -2.437
C -0.901 5.076 -5.281
H 1.692 3.295 -2.830
H 1.491 5.050 -2.993
H 1.901 4.076 -4.410
H -0.191 4.968 -6.112
H -0.847 6.119 -4.933
H -1.908 4.910 -5.690
H -1.511 3.672 -1.586
H -2.704 4.272 -2.764
H -1.482 5.377 -2.112
C 0.345 1.081 4.588
N 0.056 -0.348 4.509
C -0.534 -0.993 5.674
C 0.138 -1.006 3.347
O 0.676 -0.534 2.319
H 0.470 1.317 5.646
H -0.482 1.679 4.183
H 1.257 1.311 4.032
H -1.614 -1.155 5.549
H -0.060 -1.973 5.830
H -0.361 -0.355 6.544
H -0.309 -2.019 3.371
*
```

Properties
frontier orbital gap	7.991	eV
relative energy (zero: lowest compared OMol25 entry of this formula, charge and spin)	0.0	kcal per mole

Löwdin analysis output, partial charges in e:
1 C -0.0312
2 C -0.2321
3 H 0.0622
4 H 0.0695
5 H 0.0930
6 C -0.1173
7 C -0.1034
8 H 0.1059
9 H 0.0589
10 H 0.0755
11 H 0.0683
12 In 0.2519
13 Cl 0.0492
14 Cl 0.2194
15 H 0.0957
16 H 0.0948
17 C -0.0119
18 C -0.0277
19 N -0.1667
20 H 0.0909
21 C -0.2701
22 O -0.1155
23 H 0.0964
24 H 0.1241
25 H 0.0997
26 H 0.0979
27 H 0.0886
28 H 0.0851
29 C -0.0332
30 C -0.0472
31 N -0.1639
32 H 0.0697
33 C -0.2872
34 O -0.1019
35 H 0.0909
36 H 0.1479
37 H 0.0897
38 H 0.0914
39 O -0.2856
40 C -0.4320
41 C -0.0608
42 C -0.1720
43 H 0.0931
44 C -0.0948
45 H 0.0991
46 C -0.0330
47 H 0.0994
48 C -0.1088
49 C -0.0874
50 H 0.1230
51 H 0.0932
52 H 0.0994
53 Si 0.1010
54 Cl 0.2424
55 C -0.2371
56 C -0.2282
57 C -0.2285
58 H -0.0385
59 H 0.0343
60 H 0.0320
61 H 0.0254
62 H 0.0275
63 H 0.0245
64 H -0.0219
65 H 0.0368
66 H 0.0302
67 C -0.0215
68 N -0.1663
69 C -0.0391
70 C -0.2518
71 O -0.0680
72 H 0.0839
73 H 0.0988
74 H 0.0924
75 H 0.0988
76 H 0.0962
77 H 0.0840
78 H 0.1523

---

The following is a DFT calculation (the ωB97M-V functional and the def2-TZVPD basis) of a 3-piece molecular cluster, C26H51O9P2 overall.

Geometry as ORCA input:
```
! RIJCOSX wB97M-V def2-TZVPD def2/J DEFGRID3
* xyz -1 1
C 5.704 2.588 1.543
C 5.691 1.048 1.183
C 4.251 0.407 1.004
C 3.161 1.486 0.654
O 1.818 0.951 0.448
C 0.929 1.909 0.037
C 1.242 3.302 -0.288
C 0.229 4.271 -0.774
C 0.618 5.745 -1.130
C -1.147 3.824 -0.939
C -1.526 2.436 -0.581
C -0.507 1.494 -0.100
C -0.870 0.015 0.293
C -0.910 0.009 1.894
C -2.304 -0.432 -0.179
H 6.710 2.928 1.921
H 4.988 2.764 2.402
H 5.353 3.185 0.652
H 6.384 0.904 0.298
H 6.171 0.518 2.065
H 4.324 -0.239 0.069
H 3.469 1.955 -0.345
H 3.062 2.306 1.430
H 2.276 3.695 -0.181
H 0.365 6.486 -0.330
H 1.711 5.775 -1.388
H 0.044 6.007 -2.068
H -1.927 4.516 -1.333
H -2.595 2.131 -0.716
H -0.097 -0.691 -0.114
H -1.475 0.945 2.184
H -1.452 -0.883 2.300
H 0.114 0.136 2.330
H -2.528 -1.409 0.350
H -3.127 0.270 0.133
H -2.346 -0.681 -1.280
O 1.475 -4.403 4.143
P 1.517 -3.692 5.481
O -0.074 -3.248 5.570
C -1.033 -4.250 5.867
C -0.975 -4.668 7.327
O 2.149 -2.268 4.958
C 2.895 -2.194 3.735
C 2.006 -1.783 2.583
O 1.732 -3.072 7.057
C 2.685 -3.769 7.867
C 4.084 -3.710 7.282
H -0.889 -5.114 5.211
H -2.015 -3.826 5.647
H -0.050 -5.212 7.539
H -1.816 -5.319 7.578
H -0.995 -3.794 7.981
H 3.407 -3.138 3.533
H 3.672 -1.439 3.872
H 1.111 -2.410 2.513
H 2.548 -1.839 1.639
H 1.658 -0.762 2.720
H 2.361 -4.809 7.988
H 2.673 -3.301 8.853
H 4.132 -4.242 6.326
H 4.804 -4.169 7.962
H 4.379 -2.677 7.091
O -3.645 1.561 -4.523
P -3.522 0.862 -5.859
O -3.624 -0.698 -5.333
C -4.895 -1.190 -4.931
C -5.806 -1.437 -6.121
O -1.886 0.969 -6.017
C -1.143 1.961 -5.307
C -0.599 1.404 -4.007
O -3.522 0.285 -7.460
C -4.172 1.130 -8.419
C -3.494 2.481 -8.543
H -5.360 -0.495 -4.225
H -4.720 -2.129 -4.403
H -6.099 -0.492 -6.589
H -6.714 -1.959 -5.813
H -5.295 -2.030 -6.882
H -1.745 2.857 -5.141
H -0.308 2.261 -5.948
H -1.379 0.933 -3.408
H -0.132 2.192 -3.413
H 0.147 0.631 -4.207
H -5.223 1.250 -8.137
H -4.143 0.609 -9.378
H -3.580 3.050 -7.610
H -3.951 3.068 -9.341
H -2.429 2.362 -8.749
*
```

Properties
frontier orbital gap	1.940	eV

Löwdin analysis output, partial charges in e:
1 C -0.1785
2 C -0.3634
3 C -0.2472
4 C -0.3012
5 O -0.0879
6 C -0.1933
7 C 0.0178
8 C -0.2614
9 C -0.0882
10 C -0.0831
11 C -0.0408
12 C -0.1104
13 C -0.3330
14 C -0.0728
15 C -0.1115
16 H 0.0509
17 H 0.0605
18 H 0.0585
19 H 0.0729
20 H 0.0625
21 H 0.0295
22 H 0.1055
23 H 0.1048
24 H 0.0885
25 H 0.0712
26 H 0.0712
27 H 0.0713
28 H 0.0883
29 H 0.0904
30 H 0.1393
31 H 0.0874
32 H 0.0737
33 H 0.0529
34 H 0.0729
35 H 0.0709
36 H 0.0749
37 O -0.2247
38 P 0.6464
39 O -0.2228
40 C -0.3066
41 C -0.0890
42 O -0.2212
43 C -0.2861
44 C -0.0927
45 O -0.2144
46 C -0.3126
47 C -0.0854
48 H 0.1065
49 H 0.1160
50 H 0.0574
51 H 0.0722
52 H 0.0817
53 H 0.0986
54 H 0.1082
55 H 0.0709
56 H 0.0690
57 H 0.0443
58 H 0.1003
59 H 0.1166
60 H 0.0716
61 H 0.0753
62 H 0.0886
63 O -0.2164
64 P 0.6477
65 O -0.2191
66 C -0.2980
67 C -0.0859
68 O -0.2213
69 C -0.2931
70 C -0.0649
71 O -0.2088
72 C -0.3046
73 C -0.0843
74 H 0.1090
75 H 0.1189
76 H 0.0584
77 H 0.0751
78 H 0.0826
79 H 0.1014
80 H 0.1130
81 H 0.0649
82 H 0.0743
83 H 0.0815
84 H 0.1031
85 H 0.1188
86 H 0.0720
87 H 0.0777
88 H 0.0869

---

The following is a DFT calculation (the ωB97M-V functional and the def2-TZVPD basis) of a 3-piece molecular cluster, C3H5NOS overall.

Geometry as ORCA input:
```
! RIJCOSX wB97M-V def2-TZVPD def2/J DEFGRID3
* xyz 0 1
C -0.025 -0.255 0.888
C 1.193 -0.900 1.165
C -1.104 1.333 -0.659
H 0.058 -1.255 -1.903
H -1.191 -0.671 1.672
H 2.995 -0.263 0.528
H 0.904 -1.466 2.130
H -1.648 1.428 -1.784
N -0.039 0.472 -0.418
O -1.816 1.789 0.246
S 0.672 -0.212 -1.865
*
```

Properties
frontier orbital gap	7.806	eV
relative energy (zero: lowest compared OMol25 entry of this formula, charge and spin)	208.4	kcal per mole

Löwdin analysis output, partial charges in e:
1 C -0.2727
2 C -0.0915
3 C -0.4101
4 H -0.2198
5 H 0.2454
6 H 0.2496
7 H 0.0264
8 H 0.1703
9 N -0.4724
10 O -0.0248
11 S 0.7995

---

The following is a DFT calculation (the ωB97M-V functional and the def2-TZVPD basis) of one molecule with the formula C5H11N3S.

Geometry as ORCA input:
```
! RIJCOSX wB97M-V def2-TZVPD def2/J DEFGRID3
* xyz 0 1
S -1.076 2.875 1.252
C -0.504 1.422 0.649
N -0.115 1.255 -0.651
N -0.479 0.178 1.279
N 0.117 -0.125 -0.920
C -0.220 2.248 -1.725
C -0.736 -2.067 0.254
C 1.518 -1.166 0.934
C 0.118 -0.824 0.388
H -0.110 0.223 2.220
H -0.572 -0.533 -1.564
H 0.367 1.946 -2.554
H 0.182 3.248 -1.406
H -1.244 2.401 -2.055
H -0.549 -2.698 1.132
H -0.429 -2.691 -0.608
H -1.809 -1.875 0.160
H 2.117 -0.274 0.962
H 1.422 -1.601 1.955
H 2.002 -1.941 0.298
*
```

Properties
frontier orbital gap	8.651	eV
structure (SMILES)	CN1NC(C)(C)NC1=S
relative energy (zero: lowest compared OMol25 entry of this formula, charge and spin)	1.9	kcal per mole

Löwdin analysis output, partial charges in e:
1 S 0.5587
2 C -0.8444
3 N -0.1669
4 N 0.0687
5 N 0.0658
6 C -0.0560
7 C -0.0389
8 C -0.0263
9 C -0.5697
10 H 0.1270
11 H 0.1239
12 H 0.0656
13 H 0.0876
14 H 0.0812
15 H 0.0833
16 H 0.0923
17 H 0.0877
18 H 0.0752
19 H 0.0912
20 H 0.0939

---

The following is a DFT calculation (the ωB97M-V functional and the def2-TZVPD basis) of a 11-piece molecular cluster, C23H53N6O21 overall.

Geometry as ORCA input:
```
! RIJCOSX wB97M-V def2-TZVPD def2/J DEFGRID3
* xyz 1 1
C -5.480 -8.926 -4.994
C -5.272 -8.167 -3.618
O -6.207 -7.607 -3.017
N -3.998 -8.369 -2.848
H -4.005 -9.318 -2.502
H -3.198 -8.433 -3.462
C -3.788 -7.329 -1.770
H -4.707 -8.702 -5.730
H -6.386 -8.494 -5.419
H -5.617 -9.990 -4.800
H -2.704 -7.320 -1.651
H -4.411 -7.730 -0.971
H -4.092 -6.349 -2.139
C -5.856 6.464 -1.866
C -4.731 6.135 -2.833
O -4.702 6.143 -4.041
N -3.422 5.852 -2.071
H -3.342 6.567 -1.362
H -3.388 4.895 -1.750
C -2.165 6.070 -2.986
H -5.611 6.897 -0.896
H -6.391 5.535 -1.668
H -6.611 7.141 -2.264
H -1.245 6.193 -2.415
H -2.151 6.839 -3.758
H -2.005 5.157 -3.559
C 6.395 6.672 6.739
C 5.107 7.037 6.106
O 4.813 8.201 5.868
N 4.118 5.924 5.715
H 4.501 4.993 5.800
H 3.416 5.996 6.437
C 3.510 5.968 4.303
H 6.436 5.740 7.303
H 6.631 7.443 7.473
H 7.155 6.710 5.958
H 2.502 5.556 4.340
H 4.078 5.281 3.675
H 3.504 6.976 3.888
C -3.976 2.302 6.160
C -5.414 2.688 5.835
O -5.764 3.213 4.816
N -6.450 2.541 6.936
H -7.309 2.231 6.505
H -6.097 1.880 7.613
C -6.583 3.797 7.816
H -3.512 1.500 5.585
H -3.891 1.890 7.165
H -3.412 3.235 6.189
H -7.617 3.766 8.159
H -6.245 4.629 7.197
H -5.989 3.786 8.730
C 8.718 -4.625 0.126
C 7.428 -5.316 0.657
O 7.414 -6.472 1.012
N 6.248 -4.383 0.677
H 6.040 -4.228 1.653
H 6.405 -3.447 0.331
C 5.108 -5.017 -0.038
H 8.677 -4.321 -0.920
H 9.519 -5.346 0.290
H 8.926 -3.710 0.680
H 4.792 -5.931 0.465
H 5.500 -5.271 -1.023
H 4.311 -4.275 -0.009
C -0.891 -3.688 -9.253
C 0.023 -2.435 -9.298
O 0.983 -2.312 -10.056
N -0.180 -1.413 -8.138
H 0.425 -0.667 -8.449
H -1.133 -1.085 -8.065
C 0.373 -1.967 -6.822
H -1.880 -3.434 -8.872
H -0.453 -4.563 -8.775
H -1.093 -3.957 -10.290
H 1.209 -2.661 -6.909
H -0.441 -2.442 -6.274
H 0.642 -1.007 -6.380
O 0.298 0.671 0.794
C -0.715 -0.027 0.355
O -0.859 -1.126 0.895
O -1.513 0.372 -0.475
H 0.496 -0.147 1.256
O -6.085 0.977 -4.981
C -6.295 0.541 -6.250
O -7.151 0.994 -6.972
O -5.546 -0.345 -6.683
H -5.272 0.493 -4.819
O 6.592 1.377 5.385
C 7.784 0.829 5.227
O 8.806 1.449 5.626
O 7.943 -0.197 4.587
H 6.076 0.672 4.987
O 4.421 2.622 -1.842
C 5.254 1.906 -2.545
O 5.712 0.943 -1.987
O 5.737 2.409 -3.617
H 4.295 1.924 -1.196
O -0.013 -3.276 5.474
C 1.228 -3.071 5.915
O 1.640 -3.505 6.991
O 2.038 -2.505 5.105
H 0.032 -3.112 4.529
*
```

Properties
frontier orbital gap	1.631	eV
relative energy (zero: lowest compared OMol25 entry of this formula, charge and spin)	467.0	kcal per mole

Results of the Löwdin charge analysis, in e, for atoms 1 through 99:
1 C 0.0424
2 C -0.2991
3 O 0.1457
4 N 0.0700
5 H 0.1844
6 H 0.1727
7 C 0.0530
8 H 0.0859
9 H 0.0976
10 H 0.0971
11 H 0.1131
12 H 0.1184
13 H 0.1187
14 C 0.0254
15 C -0.3356
16 O 0.1902
17 N 0.1231
18 H 0.1590
19 H 0.1850
20 C 0.0335
21 H 0.0878
22 H 0.1094
23 H 0.1050
24 H 0.1031
25 H 0.1049
26 H 0.1067
27 C 0.0323
28 C -0.3471
29 O 0.1466
30 N 0.1128
31 H 0.1738
32 H 0.1750
33 C 0.0469
34 H 0.1062
35 H 0.1084
36 H 0.1235
37 H 0.1024
38 H 0.1151
39 H 0.1010
40 C 0.0473
41 C -0.3695
42 O 0.1799
43 N 0.1006
44 H 0.1816
45 H 0.1617
46 C 0.0530
47 H 0.1221
48 H 0.0858
49 H 0.1087
50 H 0.1101
51 H 0.1092
52 H 0.1094
53 C 0.0383
54 C -0.3562
55 O 0.1717
56 N 0.0963
57 H 0.1965
58 H 0.1865
59 C 0.0257
60 H 0.0973
61 H 0.0958
62 H 0.1029
63 H 0.1108
64 H 0.1123
65 H 0.1205
66 C 0.0267
67 C -0.3102
68 O 0.1567
69 N 0.0993
70 H 0.1668
71 H 0.1812
72 C 0.0495
73 H 0.0906
74 H 0.0987
75 H 0.0976
76 H 0.1154
77 H 0.1086
78 H 0.1164
79 O 0.0798
80 C -1.0107
81 O -0.0731
82 O -0.0698
83 H 0.0757
84 O 0.0296
85 C -0.9559
86 O -0.0257
87 O -0.1164
88 H 0.0716
89 O 0.0423
90 C -0.9582
91 O -0.1104
92 O -0.0596
93 H 0.0895
94 O 0.0605
95 C -0.9735
96 O -0.0495
97 O -0.1231
98 H 0.0860
99 O 0.0331

---

no.,E_HOMO (eV)
1,-11.62
2,-13.88
3,-7.83
4,-1.47
5,-9.23
6,-7.93
7,-5.69